# 1
Molecular formula: C55H129Cl4N3O6
Method: DFT, the ωB97M-V functional and the def2-TZVPD basis

Computed properties:
- E: -4626.7056 a.u.
- E_HOMO: -7.387 eV

The geometry in ORCA input format:
```
! wB97M-V def2-TZVPD RIJCOSX def2/J DEFGRID3
* xyz 0 1
Cl 5.63 15.82 -25.08
Cl 1.38 16.11 -26.53
Cl 7.64 18.42 -25.40
Cl 3.13 16.70 -30.43
O 4.73 13.56 -26.83
O 3.65 15.47 -23.16
O 2.56 15.61 -25.04
O 5.61 12.90 -28.64
O 9.43 16.93 -24.55
O 9.54 16.16 -22.54
N 9.12 16.14 -23.67
N 3.43 15.17 -24.33
N 5.70 13.23 -27.46
C 7.55 15.75 -28.20
C 8.18 15.83 -26.81
C 10.87 14.43 -30.78
C 10.92 13.89 -26.03
C 1.19 13.56 -33.67
C 3.13 20.09 -28.48
C 5.60 18.11 -30.18
C 6.44 10.67 -29.85
C 10.14 10.88 -27.68
C 7.70 16.04 -30.69
C 4.29 20.15 -29.43
C 4.35 14.19 -24.99
C 7.29 10.99 -31.09
C 1.94 15.77 -28.20
C 2.86 12.40 -32.00
C 5.66 20.65 -28.86
C 7.21 14.92 -31.63
C 8.17 7.48 -27.99
C 12.19 13.73 -34.43
C 6.37 16.66 -28.30
C 6.31 19.53 -27.96
C 12.09 12.86 -26.25
C 9.81 13.33 -28.48
C 4.29 12.51 -31.37
C 13.37 13.31 -27.00
C 11.61 14.70 -32.15
C 9.49 9.56 -27.27
C 4.62 13.66 -30.52
C 7.96 15.23 -24.05
C 10.28 15.49 -28.50
C 7.56 13.53 -30.94
C 11.57 13.43 -33.05
C 5.79 19.41 -32.34
C 7.57 20.02 -27.12
C 3.98 16.99 -27.45
C 11.11 15.64 -29.78
C 9.12 12.04 -28.08
C 6.35 17.83 -35.80
C 5.11 15.94 -27.74
C 11.43 14.97 -25.07
C 7.06 13.24 -26.81
C 13.10 13.56 -28.51
C 2.39 13.64 -32.75
C 5.33 17.41 -24.27
C 14.34 13.84 -29.33
C 9.52 15.08 -26.69
C 6.07 18.34 -33.41
C 8.55 8.94 -28.34
C 2.22 17.07 -28.95
C 6.32 19.28 -30.89
C 5.80 18.76 -34.86
C 5.86 18.63 -25.07
C 3.85 13.65 -29.24
C 1.86 19.54 -29.14
C 7.01 12.34 -31.77
H 0.33 13.20 -33.11
H 11.61 14.60 -24.06
H 10.35 8.95 -26.99
H 5.80 17.51 -23.29
H 10.77 11.18 -26.85
H 12.35 15.41 -25.45
H 10.39 15.41 -27.26
H 5.97 16.82 -35.66
H 10.57 12.99 -33.07
H 8.77 15.97 -30.47
H 5.43 18.74 -26.06
H 2.77 13.74 -29.29
H 10.78 10.79 -28.55
H 7.24 12.20 -26.52
H 10.17 13.33 -29.51
H 11.66 12.01 -26.79
H 8.36 10.87 -30.90
H 7.76 13.52 -27.59
H 14.72 14.86 -29.24
H 10.51 14.52 -28.07
H 7.38 15.02 -23.15
H 8.98 9.68 -26.32
H 11.28 13.52 -30.33
H 12.36 12.53 -25.25
H 7.19 16.07 -29.73
H 7.09 17.96 -33.27
H 7.32 14.76 -28.59
H 14.15 13.81 -30.40
H 4.43 19.19 -29.92
H 6.03 18.05 -36.81
H 11.03 15.50 -32.62
H 7.35 15.75 -24.79
H 8.65 13.45 -30.97
H 11.53 14.29 -35.09
H 7.24 12.36 -32.84
H 5.93 12.41 -31.85
H 8.93 6.80 -28.37
H 4.21 17.70 -26.65
H 9.74 14.98 -25.63
H 5.47 17.46 -33.17
H 4.08 20.82 -30.27
H 7.59 16.95 -31.28
H 3.84 13.23 -25.00
H 10.01 13.47 -25.62
H 7.12 20.58 -26.30
H 12.43 14.42 -28.49
H 12.65 14.98 -31.94
H 5.35 15.31 -26.88
H 0.90 14.56 -33.97
H 3.93 17.63 -28.33
H 5.71 19.59 -24.59
H 7.73 14.98 -32.59
H 8.03 7.33 -26.91
H 12.35 12.78 -34.95
H 7.13 13.79 -25.87
H 8.01 19.12 -26.70
H 2.82 17.72 -28.30
H 1.08 19.52 -28.37
H 5.03 12.38 -32.15
H 8.39 16.88 -26.61
H 4.26 17.49 -24.06
H 6.36 9.59 -29.72
H 12.16 15.84 -29.59
H 5.55 19.06 -27.33
H 9.81 14.30 -30.98
H 2.90 11.61 -32.74
H 6.12 15.00 -31.66
H 7.40 19.13 -30.77
H 3.07 16.45 -27.18
H 6.21 19.75 -35.04
H 5.70 13.74 -30.40
H 2.13 12.11 -31.24
H 8.28 16.16 -28.90
H 3.47 19.47 -27.65
H 4.71 19.59 -32.36
H 4.52 11.63 -30.76
H 9.04 8.82 -29.31
H 10.65 13.59 -27.83
H 3.25 13.93 -33.37
H 12.56 12.72 -28.97
H 5.27 14.15 -24.41
H 14.09 12.50 -26.92
H 4.31 14.61 -30.97
H 8.42 14.30 -24.40
H 12.30 12.73 -32.63
H 5.93 17.18 -30.65
H 6.44 17.58 -27.72
H 6.04 20.18 -30.35
H 13.15 14.25 -34.46
H 2.12 18.57 -29.58
H 4.72 18.78 -34.96
H 7.55 15.59 -25.95
H 1.12 15.34 -28.78
H 5.93 18.07 -29.14
H 6.14 16.95 -29.32
H 15.18 13.18 -29.11
H 7.03 11.04 -29.01
H 6.58 18.71 -28.62
H 10.67 15.75 -25.09
H 7.23 13.55 -29.91
H 5.40 21.49 -28.23
H 5.43 11.08 -29.90
H 8.62 11.82 -29.02
H 8.33 20.57 -27.69
H 2.23 14.47 -32.06
H 4.05 12.76 -28.64
H 8.37 12.30 -27.34
H 2.91 21.03 -27.97
H 1.49 20.20 -29.93
H 7.02 10.18 -31.77
H 4.52 18.00 -30.14
H 9.20 15.46 -28.67
H 6.25 20.35 -32.65
H 9.35 14.12 -27.18
H 10.53 14.33 -26.95
H 4.58 15.21 -28.36
H 9.08 14.14 -28.46
H 7.65 9.55 -28.43
H 4.31 14.49 -28.71
H 1.30 17.63 -29.12
H 1.38 13.00 -34.59
H 4.46 14.51 -26.03
H 7.43 17.76 -35.66
H 7.20 7.27 -28.45
H 13.83 14.22 -26.60
H 10.75 16.55 -30.27
H 10.56 16.30 -27.82
H 2.70 14.99 -28.22
H 6.30 20.99 -29.67
*
```


# 2
Molecular formula: C55H142Br3N8O8
Method: DFT, the ωB97M-V functional and the def2-TZVPD basis

Computed properties:
- E: -10938.6393 a.u.
- E_HOMO: -16.926 eV

The geometry in ORCA input format:
```
! wB97M-V def2-TZVPD RIJCOSX def2/J DEFGRID3
* xyz 5 1
Br -2.47 -1.22 0.63
Br -1.05 2.00 -3.49
Br 3.37 2.22 -0.38
O 5.30 0.60 -4.05
O -2.75 2.41 2.30
O 5.70 -3.41 -3.93
O -5.40 1.66 2.20
O 3.58 6.31 2.66
O 2.06 -1.55 1.75
O -1.95 -1.39 -2.98
O -0.23 -1.48 -0.59
N 0.15 1.65 -0.20
N 1.15 4.51 3.55
N 3.80 -2.57 -1.69
N 2.40 1.61 -4.31
N -0.14 -3.55 2.02
N -1.71 0.95 4.80
N -5.18 0.31 -1.40
N -1.29 -4.45 -2.97
C 0.86 6.08 3.85
C 4.37 -3.32 -4.20
C -3.20 1.17 4.31
C -2.86 1.40 -1.41
C -3.45 1.31 2.78
C 3.70 2.37 -4.09
C 5.03 -3.05 -0.83
C 0.72 2.93 -0.80
C 6.44 -2.82 -4.99
C 3.57 4.90 2.41
C -2.40 -1.53 4.47
C 3.52 -3.58 -2.85
C -1.81 -5.86 -3.25
C -1.60 1.26 6.37
C -0.45 -3.31 0.55
C -6.62 0.50 -1.90
C 4.27 -1.19 -2.25
C 1.92 -3.68 -0.26
C -2.58 0.56 7.30
C -4.68 -1.10 -1.96
C 1.49 2.69 -4.85
C -1.81 -3.85 -5.48
C -5.20 0.29 0.13
C -4.25 1.46 -1.90
C -1.21 -0.19 -2.84
C -0.63 1.90 4.16
C -2.21 -2.28 -1.89
C 4.45 -0.04 -1.22
C -0.31 1.88 1.22
C -0.77 -2.52 2.93
C -1.19 1.29 -0.94
C -4.60 -1.28 -3.47
C -1.24 -0.51 4.46
C -0.14 3.66 3.24
C 0.30 6.85 2.56
C 2.55 -2.38 -0.79
C -0.71 -5.01 2.34
C 2.17 2.50 4.96
C 1.90 1.02 -2.98
C 4.86 6.83 2.71
C 2.11 -2.48 2.83
C -6.07 2.75 2.81
C 2.13 4.33 2.28
C -5.82 1.53 0.86
C -2.51 -3.69 -2.38
C -0.76 -3.91 -4.36
C -0.10 -4.43 -2.03
C 1.37 -3.75 2.37
C 1.21 0.50 -0.26
C 4.80 1.67 -3.37
C -3.23 2.78 1.05
C 2.46 0.45 -5.33
C 0.65 -0.91 0.24
C 0.92 -5.60 -2.21
C 1.85 4.00 4.84
H -5.54 2.45 0.35
H -5.36 -1.81 -1.49
H -4.72 2.43 -1.69
H 5.29 6.62 1.73
H 5.25 -1.36 -2.70
H 1.65 4.81 1.43
H -0.14 -5.74 1.77
H 1.52 -1.57 0.26
H -3.05 1.99 0.32
H 0.87 -3.86 -0.50
H -4.29 3.02 1.09
H 0.34 1.59 4.55
H 5.96 -2.78 -1.33
H -1.78 -4.96 2.12
H -7.14 2.84 2.61
H 0.13 6.03 4.66
H 4.97 -4.11 -0.58
H 1.66 3.12 -0.29
H 0.86 2.87 -1.88
H -1.29 -3.47 -6.36
H -0.01 -4.11 -0.04
H 1.74 -4.26 1.48
H 4.50 1.49 -2.33
H 3.63 -0.98 -3.11
H -7.05 1.31 -1.31
H -0.65 -2.87 3.95
H 2.78 2.20 5.81
H 5.20 -0.35 -0.49
H -0.33 -0.64 5.04
H -7.17 -0.43 -1.76
H -3.17 -2.08 -1.42
H 4.08 2.75 -5.04
H 0.51 -6.61 -2.16
H 6.08 -3.10 -5.98
H -3.37 -3.71 -3.04
H 7.36 -3.37 -4.81
H 4.25 -4.10 -4.95
H 0.98 6.94 1.71
H 1.78 -3.57 0.82
H -2.68 3.68 0.75
H 1.77 6.56 4.22
H -3.12 0.49 2.15
H -0.02 2.58 3.23
H -0.47 -2.90 -4.07
H 3.85 -4.53 -2.45
H 4.02 -2.39 -4.67
H 2.79 -1.71 0.05
H -2.46 0.49 -1.86
H 0.37 -0.94 1.29
H 1.80 3.03 -5.84
H 4.07 4.33 3.19
H -4.15 0.12 0.37
H -3.20 -1.41 3.73
H -1.45 -2.31 -1.11
H 1.42 0.14 -5.41
H 0.03 7.89 2.73
H -1.78 2.20 -1.07
H 2.09 0.79 0.32
H -6.90 1.39 0.78
H 5.55 6.31 3.37
H -3.57 2.06 4.82
H 0.87 0.70 -3.18
H -1.53 -3.26 0.43
H -0.69 6.42 2.36
H 3.13 -0.31 -4.91
H -2.36 0.92 8.30
H -0.77 2.86 1.12
H -2.80 -5.93 -3.70
H 0.54 2.19 -5.03
H 2.81 4.50 4.90
H -0.61 -5.17 3.41
H -0.94 1.06 1.57
H 2.86 0.80 -6.28
H 0.13 -4.50 -4.58
H 4.95 7.86 3.06
H -1.81 0.46 -2.21
H 2.31 -0.69 2.09
H -1.90 -2.44 4.14
H 1.92 -1.78 -1.44
H -1.73 0.55 -0.35
H -3.76 0.41 4.87
H -2.18 2.16 -1.78
H -0.86 0.87 -1.89
H -1.06 0.33 -3.79
H -1.87 -6.33 -2.26
H -2.64 -3.24 -5.12
H -1.13 -6.38 -3.92
H 2.02 3.26 2.12
H -0.75 1.68 3.10
H 1.85 1.79 -2.22
H 1.45 -4.35 3.28
H 5.62 2.38 -3.24
H -0.94 2.91 4.43
H -3.70 -1.27 -1.51
H -0.30 -0.39 -2.28
H -1.02 -1.80 -0.14
H -4.49 1.56 2.62
H -3.60 0.89 7.07
H 1.72 -5.64 -1.48
H 1.42 3.50 -4.13
H -4.37 -2.32 -3.70
H -1.60 2.35 6.45
H -0.93 -0.44 3.42
H 1.29 4.31 5.72
H -1.84 -2.57 2.73
H 1.59 0.48 -1.28
H 1.37 -5.45 -3.19
H -2.59 -0.53 7.35
H -0.96 4.03 3.86
H 2.54 -4.58 -0.28
H 4.11 4.71 1.48
H 2.47 -3.63 -3.13
H 0.53 2.09 1.88
H 3.18 -2.68 2.95
H 2.68 2.15 4.05
H 3.47 0.17 -0.80
H -3.81 -0.66 -3.89
H 2.59 0.23 -2.68
H -2.14 -4.85 -5.76
H 0.12 -2.39 0.39
H 6.16 0.44 -3.66
H -5.49 -0.92 -3.98
H 1.75 -1.90 3.68
H -0.52 3.88 2.24
H -0.46 -4.56 -1.01
H -5.71 3.69 2.39
H 4.84 0.75 -1.86
H -4.26 1.30 -2.98
H -2.75 -1.78 5.47
H 6.42 -1.74 -4.85
H -0.30 -1.57 2.68
H 1.33 1.82 5.10
H -6.64 0.92 -2.91
H -5.84 -0.56 0.36
H -2.66 -4.26 -1.46
H 0.29 -3.42 -2.09
H 5.03 -2.55 0.13
H -0.01 3.70 -0.55
H 3.41 3.30 -3.62
H -2.76 1.25 -0.33
H -5.93 2.71 3.89
H -0.59 0.87 6.51
*
```


Asked for lowest unoccupied orbital energy across the records above, the calculation gives -0.0361, -0.3674 hartree in order.